DFT (ωB97M-V with the def2-TZVPD basis set) results for 2 unconnected molecules or ions with the total composition C4H12N2S.

Atoms and positions in Å:
H 0.950 -2.350 2.300
H -2.546 0.033 -0.226
C -1.171 1.449 -0.638
H 2.648 -0.718 1.404
H -1.542 -2.570 1.618
H 1.532 0.918 -2.238
C -0.402 1.116 -1.657
C 1.761 -0.974 0.811
N 0.954 1.586 -1.746
H 1.442 -0.081 0.275
H -0.748 0.472 -2.459
H 1.004 2.468 -2.241
H -2.948 1.519 0.287
N -2.501 1.022 -0.471
S -0.747 -1.997 0.659
H 2.052 -1.719 0.068
H -0.717 2.045 0.151
C 0.656 -1.493 1.702
H 0.321 -0.727 2.402

Results
Gap between HOMO and LUMO (spin up / spin down) in eV: 2.4 / 8.5
Multiplicity: 2
E_HOMO (spin up / spin down) in eV: 0.966 / -5.128
<S²>: 0.751
Energy relative to the best compared isomer or geometry (same formula, charge and spin) in kJ/mol: 70.89
Total charge: -1

Here are the Löwdin charges for atoms 1 to 8, given in e: 0.03 0.02 -0.28 0.06 -0.23 0.06 -0.26 -0.26



DFT (ωB97M-V with the def2-TZVPD basis set) results for a gas-phase ion, C3H8N3S (charge +1).

Atoms and positions in Å:
N -2.052 -0.476 0.141
H -2.045 -0.308 1.169
H -0.504 1.790 -0.250
H -0.589 1.157 1.376
S 0.426 -1.505 0.335
H 3.295 0.799 -0.080
H -2.315 -1.436 -0.105
H 2.062 -1.075 -1.358
H 2.861 -1.425 0.286
N 1.281 1.309 0.404
H -2.465 0.164 -0.503
C -0.146 1.033 0.321
C 2.205 0.550 -0.032
N -0.668 -0.198 -0.284
C 2.059 -0.867 -0.284

Results
Gap between HOMO and LUMO in eV: 9.4
Multiplicity: 1
E_HOMO in eV: -13.320
Energy relative to the best compared isomer or geometry (same formula, charge and spin) in kJ/mol: 330.27
Total charge: +1

Here are the Löwdin charges for atoms 1 to 8, given in e: 0.19 0.17 0.09 0.15 0.92 0.15 0.17 0.09



DFT (ωB97M-V with the def2-TZVPD basis set) results for C24H27F3N8O3 in the gas phase.

Atoms and positions in Å:
H 0.520 -3.042 -1.528
H -1.054 1.414 1.070
C 3.239 2.361 4.460
N 1.229 1.470 3.349
O 0.348 -0.816 0.341
H -1.177 0.937 2.788
F -2.969 4.351 -0.830
C 2.131 3.430 -0.687
H -1.500 -4.792 -3.023
H 0.283 -0.023 -0.230
H 1.906 1.250 5.537
H 3.274 1.853 6.441
H 1.703 -5.685 -0.574
C -0.441 -0.610 1.480
H -1.491 -4.924 0.876
H 1.421 -4.288 0.493
H 2.440 5.062 0.623
N -2.167 -3.177 -1.942
C -3.234 -1.188 -1.076
C 0.136 -4.018 -1.872
H -3.284 -3.600 -0.208
O -2.392 2.410 -1.549
C 1.308 2.433 -0.135
C -0.572 0.865 1.881
N 0.464 1.718 -0.873
C -1.382 0.413 -2.351
N 2.770 1.761 5.576
H -2.837 -4.990 -1.210
N 1.173 2.898 -2.805
N 0.698 1.482 2.141
C -1.304 -0.961 -2.463
C 2.577 2.631 1.977
C -1.245 -4.257 0.047
C -3.328 0.185 -0.965
C -2.216 -1.809 -1.816
C 1.472 2.172 1.269
H -4.135 0.604 -0.385
H 0.674 -5.863 0.855
F -3.141 2.706 0.537
C -2.401 0.993 -1.594
N -0.386 1.221 -2.942
C -1.122 -3.811 -2.719
C 0.964 -5.187 0.052
H 3.821 4.706 -0.418
H -0.424 1.441 -3.925
H -0.912 -3.288 0.457
H 2.603 4.334 -2.589
H 0.908 -4.512 -2.467
H -3.988 -1.780 -0.583
H -1.461 -0.995 1.313
H 4.408 2.742 0.929
H 4.141 4.069 2.058
O 4.265 3.012 4.429
H 0.021 -1.178 2.294
C 0.426 1.991 -2.181
C 3.651 3.427 1.327
C -3.225 3.048 -0.768
H -0.910 -3.237 -3.620
C 3.036 4.251 0.188
F -4.525 2.898 -1.084
C 2.007 3.603 -2.057
C 2.378 2.152 3.281
N -0.201 -4.878 -0.749
C -2.492 -4.031 -0.816
H -0.480 -1.353 -3.034

Results
Gap between HOMO and LUMO in eV: 8.0
Multiplicity: 1
E_HOMO in eV: -7.862
Energy relative to the best compared isomer or geometry (same formula, charge and spin) in kJ/mol: 0.00

Here are the Löwdin charges for atoms 1 to 8, given in e: 0.12 0.11 -0.50 0.16 -0.08 0.13 0.18 -0.13



DFT (ωB97M-V with the def2-TZVPD basis set) results for a molecular structure, C20H32Cl2N3O3Pb.

Atoms and positions in Å:
Cl -2.297 1.878 0.300
H 4.569 -1.878 -1.049
H -3.004 1.830 -2.760
H 1.122 2.162 -0.755
H 0.952 4.418 0.326
C 1.345 -0.198 3.502
H 4.836 -3.387 -0.149
H 1.645 6.474 -0.911
C 2.194 4.158 -3.346
H 2.495 4.025 -4.392
C 1.714 5.490 -1.389
N 1.586 0.457 0.992
H 0.291 -0.406 3.698
H 2.570 -1.160 -0.611
H -0.516 -1.353 -3.311
H 1.247 1.855 -4.418
C -2.977 -3.076 2.483
H 1.234 -1.010 -3.434
C -2.333 1.239 -3.383
H 2.480 6.280 -3.274
H 4.835 -3.411 -1.916
C 1.314 4.337 -0.704
H 1.886 -1.136 3.648
C 2.153 5.396 -2.725
H -5.151 -1.832 3.610
N 2.938 -3.149 -1.045
H 2.739 -5.142 -0.394
H -4.919 -0.331 2.678
H 1.660 0.552 5.513
H 2.923 1.022 4.381
H -3.439 -3.602 3.318
H 2.847 -4.942 -2.132
H -1.898 -3.194 2.515
O -1.360 -0.924 1.683
C 1.852 0.853 4.484
H -2.571 0.171 -3.234
C 2.439 -4.499 -1.223
O 0.851 -2.251 -0.846
Pb -0.991 -0.129 -0.751
C 0.231 -0.598 -3.608
H 1.357 -4.462 -1.284
C -0.017 0.624 -2.842
H -5.294 -1.866 1.852
H -3.368 -3.503 1.558
H -2.503 1.485 -4.433
C -4.752 -1.408 2.686
H 1.342 1.799 4.316
C -2.489 -0.714 2.194
H -0.844 2.620 -2.581
O 3.065 1.107 -3.417
N -3.335 -1.675 2.574
C 4.372 -2.951 -1.039
C -0.948 1.606 -2.958
Cl -3.012 -1.815 -0.895
C 1.823 3.011 -2.645
H 0.119 -0.435 -4.695
C 2.089 -2.134 -0.824
H -2.842 0.313 2.334
C 2.078 1.807 -3.542
C 1.472 0.172 2.110
C 1.382 3.070 -1.316

Results
Gap between HOMO and LUMO in eV: 5.1
Multiplicity: 1
E_HOMO in eV: -2.622
Total charge: -1

Here are the Löwdin charges for atoms 1 to 8, given in e: -0.20 0.09 0.05 0.06 0.10 -0.23 0.08 0.09



DFT (ωB97M-V with the def2-TZVPD basis set) results for 2 unconnected molecules or ions with the total composition C4H8ClN3.

Atoms and positions in Å:
Cl 0.715 2.329 -0.039
C 1.235 -0.308 0.164
H 3.797 -1.328 0.842
H 2.649 1.144 -0.335
H -3.576 -0.217 1.311
N -2.044 -0.346 -0.078
H 3.680 -1.495 -0.768
C -3.471 -0.346 -0.127
N 2.570 0.198 -0.181
C 0.286 0.698 0.114
C -1.176 0.639 0.211
H -1.681 1.706 0.296
H -3.836 -1.256 -0.704
H 1.023 -1.358 0.153
H -3.962 0.643 -0.838
N 3.790 -0.703 -0.022

Results
Gap between HOMO and LUMO in eV: 8.2
Multiplicity: 1
E_HOMO in eV: -7.984
Energy relative to the best compared isomer or geometry (same formula, charge and spin) in kJ/mol: 568.73

Here are the Löwdin charges for atoms 1 to 8, given in e: 0.74 -0.07 0.08 0.00 0.18 -0.14 0.09 -0.21



DFT (ωB97M-V with the def2-TZVPD basis set) results for a molecular structure, C29H47BF15O11P.

Atoms and positions in Å:
H -1.695 -0.841 1.952
H 2.551 -3.099 0.072
C 1.386 -4.775 5.831
F 0.769 -3.333 4.020
C 1.918 6.541 -4.249
H -1.037 0.064 4.115
F 4.889 7.694 -7.518
H 1.006 1.859 5.675
O 1.644 -0.178 -4.933
C 2.317 0.053 1.655
F -4.097 -6.780 -3.847
F -1.368 4.271 -0.183
C 2.298 -2.020 0.051
F 1.765 1.331 -2.085
F 3.516 7.428 -9.155
H 0.039 0.537 -6.972
H 1.333 3.230 -6.321
H 2.205 1.711 -6.434
H 3.277 0.568 1.438
C -0.766 -5.571 -1.848
O -3.862 3.733 0.627
H 1.625 5.848 -5.039
C -1.061 -6.025 7.230
H 0.940 8.273 -5.108
H -2.825 -2.136 1.492
H 0.610 2.252 2.814
C 0.487 1.179 3.044
C 1.819 -3.825 4.710
H -1.873 -5.590 6.646
C 0.217 1.084 5.681
H -5.847 3.426 0.303
C 2.517 -1.487 1.507
C 1.183 0.733 -4.312
C -0.459 0.993 4.279
H -0.389 -6.227 -1.064
O -1.375 -8.139 -2.290
F -0.555 3.964 1.781
H 2.196 8.644 -3.941
H 1.899 -0.264 5.805
H -0.053 0.755 2.171
C -1.966 -1.538 1.129
H 0.370 -6.459 -3.458
H -0.902 -4.585 -1.405
C -5.586 5.342 1.230
H 0.340 1.851 -8.119
C 0.136 1.619 -7.074
C 1.239 2.153 -6.185
C 2.561 7.764 -7.002
H -0.209 -4.836 -3.795
C -2.220 -7.311 -2.470
H 1.155 -5.074 -2.683
H -0.649 -5.229 7.851
C -3.662 -7.619 -2.894
O -2.067 -6.003 -2.296
H 2.631 1.041 3.612
H -0.431 -7.415 5.723
H -0.321 -3.627 2.183
H 1.224 6.428 -3.416
F 0.789 -0.586 -2.342
P 0.557 -1.874 -0.599
H 0.830 -7.026 6.880
F -1.341 2.291 0.666
H -0.586 1.325 6.408
H 0.382 -1.145 5.715
H 0.856 -0.374 7.275
H 1.752 -0.538 3.651
O 1.840 -4.771 6.936
H -1.469 -6.797 7.883
H -1.197 1.824 4.225
H -6.639 5.449 1.488
C 3.691 8.063 -7.995
F 2.613 -4.444 3.821
F -3.788 -8.857 -3.375
O -0.653 -3.740 1.283
F 3.761 9.376 -8.266
C 0.198 -5.478 -3.011
C -0.004 -6.607 6.316
B -0.726 -2.450 0.688
C 0.846 0.686 -2.818
H -0.824 2.055 -6.794
H 1.603 0.449 0.904
F -4.507 -7.507 -1.855
H -5.390 5.887 0.305
O 1.505 7.288 -7.299
H 3.010 -1.468 -0.596
O -3.134 4.005 2.733
H 2.916 6.247 -3.919
C -5.223 3.880 1.071
F 2.492 -2.769 5.154
H -4.989 5.812 2.011
C -1.542 3.588 0.960
F -0.335 1.250 -2.544
O 2.914 8.148 -5.779
H 3.541 -1.699 1.889
C 1.924 7.969 -4.750
O 0.925 1.945 -4.796
H -5.388 3.323 1.993
H -2.315 -0.894 0.294
C -2.928 3.817 1.571
O 0.465 -5.621 5.378
C 1.845 0.429 3.125
C 0.856 -0.256 6.180
H 0.246 -0.528 -0.761
H 1.836 -2.063 2.167

Results
Gap between HOMO and LUMO in eV: 8.3
Multiplicity: 1
E_HOMO in eV: -7.935

Here are the Löwdin charges for atoms 1 to 8, given in e: 0.04 0.08 -0.39 0.13 -0.06 0.10 0.16 0.11



The calculation returns the following max |F| values, one per record and in order: 0.65; 3.53; 1.88; 4.47; 7.60; 5.60 eV/A.